1.
{
  "formula": "C15H22N2O3",
  "method": "wB97M-V/def2-TZVPD",
  "elements": ["H", "C", "H", "C", "H", "H", "C", "C", "C", "C", "C", "N", "H", "C", "H", "O", "H", "H", "C", "H", "H", "C", "C", "H", "H", "H", "C", "H", "H", "H", "H", "H", "H", "H", "O", "N", "H", "C", "C", "H", "O", "C"],
  "xyz": [[-0.654, -0.030, 3.288], [-3.280, -2.132, 3.048], [-3.062, 0.088, 3.619], [1.882, 2.588, -1.238], [-4.328, -2.349, 3.116], [-0.074, 1.129, -3.728], [-1.853, 1.147, -0.908], [-2.779, -3.271, 2.580], [1.406, -1.526, 0.730], [-0.634, -2.041, 2.290], [0.810, 2.883, -4.388], [2.842, -1.476, 0.342], [-1.685, -0.581, 0.200], [0.716, 1.770, -3.354], [1.629, 1.203, -3.370], [-2.692, 1.777, -1.541], [1.069, -2.023, -0.077], [0.783, -0.342, -1.448], [0.942, -0.161, 0.600], [3.328, -0.800, 0.923], [1.556, 3.636, -3.955], [-2.572, -0.888, 3.201], [-1.433, -3.211, 2.132], [3.239, -2.457, 0.352], [-0.830, -4.226, 1.889], [2.335, 3.420, -1.825], [-0.258, 1.411, -0.837], [-3.408, -4.159, 2.575], [1.879, 2.656, -0.193], [1.284, -1.511, 2.847], [1.153, -3.261, 2.260], [1.131, 2.474, -5.312], [-0.124, 3.509, -4.271], [2.527, 1.682, -1.452], [-2.278, -0.026, -0.317], [0.309, 0.001, -0.633], [-0.155, 3.320, -1.860], [-1.204, -0.964, 2.918], [0.464, 2.303, -1.887], [-0.155, 1.936, 0.139], [1.285, 0.703, 1.376], [0.891, -2.203, 2.168]],
  "forces_ev_per_a": [[-0.191, -1.601, -1.048], [-1.755, 3.005, 0.338], [1.001, -2.206, -0.841], [0.147, -1.152, -3.340], [-0.876, 1.449, 1.013], [-0.353, -0.405, 0.405], [-0.468, -0.565, -1.763], [3.562, -1.306, -1.543], [1.908, -1.707, 3.088], [0.363, -2.970, 0.356], [0.225, 2.458, 3.436], [-0.098, -1.265, 0.810], [0.652, 0.488, -0.203], [-1.238, 0.448, 0.752], [0.491, -0.399, 0.136], [2.143, -0.671, 1.486], [-2.082, -2.278, -2.205], [0.147, -0.599, -0.031], [1.133, 0.624, -1.472], [0.382, -0.546, 0.112], [-0.412, -0.976, -1.097], [-1.156, -0.893, 0.421], [1.582, -2.236, 0.253], [-0.313, 1.916, 0.269], [-1.636, 2.487, 0.173], [-0.114, -0.381, 0.973], [-1.483, -1.471, 0.434], [0.460, 0.056, -0.260], [-0.129, 0.808, 1.419], [1.102, 0.367, 1.537], [0.356, 0.475, 0.064], [-0.163, 0.237, -1.102], [0.640, -0.980, -1.181], [-0.564, 0.856, 0.182], [-0.776, 1.288, -0.347], [-0.841, 3.739, 0.896], [1.193, -2.104, -0.414], [-0.775, 3.565, 1.184], [-0.233, 1.209, 0.783], [0.119, -0.409, -0.584], [-0.985, 0.398, 0.337], [-0.964, 1.251, -3.426]],
  "nbo_charge": [0.234, -0.218, 0.237, -0.616, 0.218, 0.208, 0.790, -0.229, -0.134, -0.094, -0.599, -0.836, 0.509, -0.413, 0.194, -0.572, 0.188, 0.417, 0.705, 0.374, 0.193, -0.201, -0.167, 0.374, 0.205, 0.216, -0.160, 0.222, 0.228, 0.227, 0.222, 0.219, 0.219, 0.196, -0.703, -0.673, 0.231, -0.228, -0.216, 0.250, -0.600, -0.415],
  "charge": 0,
  "smiles": "CC[C@H](C)[C@H](NC(=O)[C@@H](N)Cc1ccccc1)C(=O)O"
}

2.
{
  "formula": "C15H22N2O4",
  "method": "wB97M-V/def2-TZVPD",
  "elements": ["H", "C", "C", "H", "C", "H", "H", "H", "N", "H", "C", "C", "H", "O", "H", "H", "C", "C", "C", "O", "N", "C", "H", "C", "H", "H", "O", "H", "H", "H", "H", "H", "C", "C", "H", "H", "C", "O", "C", "C", "H", "H", "H"],
  "xyz": [[4.187, -0.739, -4.023], [-4.788, 2.590, 1.808], [-2.813, 0.749, 1.837], [5.411, -0.290, -1.321], [-5.382, 1.355, 1.238], [-2.497, 2.690, -0.107], [-5.733, 0.593, 1.925], [-5.985, 4.414, 1.472], [2.731, -0.156, -2.646], [-0.369, -0.896, -0.678], [-3.054, 1.752, -0.080], [5.043, 0.172, -2.234], [-4.176, 4.663, 1.379], [2.937, 1.228, -2.530], [-3.555, 1.590, -1.033], [1.737, 1.129, -0.543], [2.176, -0.536, 0.761], [1.492, 0.074, -0.459], [-4.832, 3.353, 3.071], [1.597, -1.894, -1.776], [0.057, -0.054, -0.324], [4.221, 1.420, -1.906], [-2.168, 1.323, 2.504], [1.920, -0.728, -1.682], [4.039, -1.772, -2.590], [4.090, 1.534, -0.830], [3.584, -0.465, 0.562], [4.625, 2.339, -2.327], [-5.934, 1.433, 0.308], [-5.707, 3.264, 3.703], [4.024, -0.867, 1.316], [-2.418, -0.358, -0.030], [-4.998, 4.050, 1.726], [-3.888, 1.614, 1.189], [1.846, -1.575, 0.855], [-3.902, 3.510, 3.602], [-0.674, 0.850, 0.379], [-0.163, 1.821, 0.912], [4.035, -0.744, -2.944], [-2.158, 0.591, 0.439], [-3.136, -0.168, 2.329], [5.886, 0.394, -2.884], [1.868, 0.033, 1.641]],
  "forces_ev_per_a": [[0.001, -0.007, 0.005], [-0.003, 0.029, -0.003], [0.005, -0.007, 0.007], [0.000, 0.012, -0.014], [0.045, 0.016, 0.017], [-0.001, 0.000, 0.001], [-0.013, -0.006, -0.011], [0.004, 0.011, -0.006], [0.058, 0.425, 0.343], [0.016, -0.005, -0.010], [0.011, -0.002, 0.008], [-0.008, -0.015, 0.010], [-0.008, 0.010, -0.005], [-0.021, -0.012, -0.007], [-0.003, -0.002, 0.000], [0.013, -0.009, 0.000], [0.020, -0.002, 0.008], [-0.297, 0.122, -0.208], [0.022, -0.014, 0.030], [-0.006, -0.023, -0.002], [-0.025, 0.019, 0.035], [0.019, 0.015, 0.016], [-0.001, 0.004, -0.005], [0.384, -0.268, 0.118], [0.000, 0.005, 0.004], [-0.006, -0.009, 0.017], [0.002, 0.011, 0.001], [-0.004, -0.009, -0.012], [-0.010, -0.006, 0.005], [-0.012, -0.003, -0.018], [-0.007, -0.007, -0.002], [-0.003, -0.001, 0.001], [-0.002, -0.031, 0.005], [-0.033, -0.008, -0.018], [0.005, 0.003, -0.001], [0.000, 0.005, -0.005], [0.008, -0.026, -0.015], [-0.002, 0.007, 0.002], [-0.143, -0.243, -0.292], [0.003, 0.013, 0.001], [-0.001, 0.000, 0.001], [0.009, 0.007, 0.001], [-0.016, 0.002, -0.004]],
  "nbo_charge": [0.204, -0.073, -0.381, 0.227, -0.395, 0.224, 0.211, 0.212, -0.156, 0.415, -0.376, -0.454, 0.214, -0.370, 0.209, 0.253, -0.061, -0.173, -0.400, -0.602, -0.606, -0.091, 0.226, 0.677, 0.232, 0.193, -0.742, 0.196, 0.212, 0.212, 0.480, 0.204, -0.400, -0.038, 0.177, 0.214, 0.684, -0.643, -0.232, -0.292, 0.207, 0.217, 0.188],
  "charge": 0,
  "smiles": "O=C([C@H](CO)NC(=O)[C@H]1C[C@@]2(C1)C[C@]21CC1)N1CCCO1"
}

The evaluated Kohn-Sham gap for the records listed, in turn: 0.35955 0.36464 Eh.
The evaluated HOMO level for the records listed, in turn: -9.11 -9.34 eV.